a:
94
Properties=species:S:1:pos:R:3 method="wB97M-V/def2-TZVPD" charge=-1 multiplicity=1 e_lumo_ha=0.0870
Ca -0.76 0.24 0.22
C 0.51 -0.82 -2.53
C 0.67 -2.31 -2.22
C -0.12 -2.84 -1.02
N 0.07 -2.07 0.19
C 0.84 -2.45 1.17
C 1.76 -3.54 1.03
C 2.62 -4.17 1.92
C 2.82 -3.97 3.28
C 2.18 -3.01 4.04
C 1.27 -2.03 3.68
C 0.69 -1.65 2.44
N -0.05 -0.58 2.30
C -0.58 0.23 3.36
C -2.08 -0.10 3.58
C -3.07 0.52 2.58
N -2.92 0.16 1.17
C -3.62 -0.79 0.63
C -4.42 -1.69 1.41
C -5.48 -2.51 1.11
C -6.13 -2.72 -0.11
C -5.69 -2.22 -1.32
C -4.54 -1.51 -1.64
C -3.48 -0.98 -0.86
N -2.36 -0.56 -1.40
C -2.12 -0.82 -2.80
C -0.74 -0.38 -3.29
H 1.38 -0.50 -3.11
H 0.66 -0.27 -1.59
H 1.73 -2.50 -2.03
H 0.39 -2.91 -3.10
H 0.11 -3.90 -0.89
H -1.19 -2.79 -1.24
H 1.84 -3.93 0.02
H 3.22 -4.95 1.47
H 3.54 -4.62 3.77
H 2.44 -3.01 5.10
H 0.95 -1.42 4.52
H -0.50 1.29 3.08
H -0.06 0.14 4.32
H -2.37 0.28 4.56
H -2.19 -1.19 3.60
H -2.93 1.61 2.63
H -4.08 0.31 2.93
H -4.14 -1.71 2.46
H -5.89 -3.05 1.96
H -7.02 -3.34 -0.11
H -6.31 -2.46 -2.18
H -4.43 -1.33 -2.70
H -2.85 -0.30 -3.43
H -2.26 -1.90 -3.01
H -0.73 0.71 -3.37
H -0.65 -0.76 -4.32
C 1.63 2.76 -0.50
N 1.28 1.86 0.59
C 2.43 1.47 1.40
C 3.43 0.66 0.65
N 3.19 -0.34 -0.16
C 4.43 -0.81 -0.55
C 4.77 -1.88 -1.37
C 6.11 -2.14 -1.58
C 7.11 -1.36 -0.99
C 6.80 -0.30 -0.17
C 5.45 -0.04 0.05
N 4.78 0.90 0.79
C 0.36 3.12 -1.21
N -0.70 2.37 -1.20
C -1.65 3.05 -1.94
C -2.97 2.72 -2.24
C -3.70 3.61 -3.00
C -3.14 4.82 -3.45
C -1.83 5.16 -3.16
C -1.10 4.26 -2.40
N 0.21 4.26 -1.94
H 2.30 2.24 -1.19
H 2.13 3.67 -0.15
H 0.68 2.39 1.22
H 2.05 0.86 2.23
H 2.93 2.34 1.84
H 3.99 -2.50 -1.81
H 6.40 -2.97 -2.22
H 8.15 -1.60 -1.19
H 7.57 0.30 0.30
H 5.17 1.61 1.39
H -3.39 1.79 -1.87
H -4.73 3.39 -3.25
H -3.75 5.49 -4.03
H -1.41 6.10 -3.50
H 0.79 5.07 -1.82
F 0.46 5.18 0.83
B 0.06 4.58 2.06
F 1.19 3.95 2.64
F -0.48 5.52 2.92
F -0.89 3.56 1.76

=====

b:
94
Properties=species:S:1:pos:R:3 method="wB97M-V/def2-TZVPD" charge=-1 multiplicity=1 e_lumo_ha=0.0858
Ca 0.29 0.16 0.32
C 3.35 -0.84 2.60
C 2.82 -2.27 2.49
C 1.53 -2.46 1.68
N 1.53 -1.72 0.42
C 2.28 -2.07 -0.59
C 2.91 -3.34 -0.70
C 3.91 -3.79 -1.54
C 4.65 -3.13 -2.51
C 4.43 -1.82 -2.91
C 3.41 -0.94 -2.60
C 2.27 -1.07 -1.74
N 1.22 -0.29 -1.80
C 1.09 0.64 -2.91
C 1.56 2.07 -2.62
C 0.63 2.87 -1.70
N 0.62 2.39 -0.32
C 1.26 3.07 0.60
C 2.15 4.16 0.35
C 2.52 5.22 1.17
C 2.10 5.56 2.44
C 1.28 4.77 3.24
C 0.87 3.47 3.07
C 1.16 2.54 2.02
N 1.22 1.24 2.14
C 1.32 0.60 3.44
C 2.74 0.07 3.67
H 3.28 -0.34 1.63
H 4.42 -0.91 2.81
H 2.63 -2.68 3.49
H 3.60 -2.89 2.03
H 0.68 -2.10 2.28
H 1.34 -3.53 1.53
H 2.57 -4.05 0.03
H 4.20 -4.83 -1.37
H 5.47 -3.66 -2.97
H 5.15 -1.42 -3.62
H 3.48 0.02 -3.10
H 0.03 0.69 -3.17
H 1.60 0.26 -3.81
H 1.62 2.60 -3.57
H 2.57 2.05 -2.19
H -0.39 2.77 -2.09
H 0.87 3.94 -1.75
H 2.56 4.18 -0.65
H 3.21 5.92 0.70
H 2.42 6.51 2.84
H 0.94 5.22 4.16
H 0.28 3.05 3.88
H 0.59 -0.21 3.49
H 1.07 1.28 4.27
H 2.73 -0.45 4.64
H 3.39 0.94 3.79
C -2.10 -2.99 0.66
N -1.16 -3.26 -0.40
C -1.66 -3.52 -1.71
C -2.10 -2.31 -2.49
N -2.93 -1.39 -2.08
C -3.00 -0.49 -3.14
C -3.69 0.71 -3.23
C -3.55 1.45 -4.39
C -2.75 1.00 -5.45
C -2.06 -0.20 -5.38
C -2.20 -0.93 -4.20
N -1.63 -2.10 -3.76
C -2.61 -1.58 0.78
N -1.93 -0.48 0.54
C -2.78 0.56 0.95
C -2.60 1.94 0.94
C -3.61 2.73 1.45
C -4.80 2.17 1.95
C -5.00 0.80 1.95
C -3.97 0.02 1.43
N -3.83 -1.35 1.29
H -1.63 -3.23 1.62
H -2.95 -3.66 0.57
H -0.39 -2.59 -0.42
H -2.50 -4.22 -1.66
H -0.87 -4.03 -2.28
H -4.29 1.05 -2.40
H -4.07 2.39 -4.49
H -2.66 1.61 -6.34
H -1.43 -0.53 -6.19
H -0.93 -2.66 -4.23
H -1.68 2.39 0.57
H -3.49 3.80 1.47
H -5.56 2.81 2.35
H -5.89 0.36 2.36
H -4.35 -2.04 1.81
F -1.99 -2.48 5.28
B -2.55 -1.93 4.14
F -3.25 -2.94 3.42
F -3.44 -0.91 4.44
F -1.54 -1.44 3.29

=====

Quick look at relative energies in hartree: a 0.0000; b 0.0198.

=====

a:
120
Properties=species:S:1:pos:R:3 method="wB97M-V/def2-TZVPD" multiplicity=1 smiles="CN(C)C=O.CN(C)C=O.CN(C)C=O.CN(C)C=O.CN(C)C=O.CN(C)C=O.CN(C)C=O.CN(C)C=O.CN(C)C=O.CN(C)C=O" e_lumo_ha=0.0073
C 4.12 -1.55 1.48
O 4.44 -1.25 0.34
N 3.06 -2.31 1.78
C 2.79 -2.70 3.16
C 2.02 -2.65 0.82
H 4.66 -1.21 2.38
H 1.79 -2.43 3.50
H 3.49 -2.15 3.80
H 2.97 -3.76 3.35
H 1.07 -2.27 1.22
H 2.20 -2.22 -0.15
H 1.90 -3.73 0.81
C 3.42 3.81 0.08
O 3.20 3.44 1.23
N 4.31 3.16 -0.70
C 4.70 3.64 -2.02
C 4.91 1.92 -0.26
H 3.00 4.72 -0.35
H 4.72 2.86 -2.78
H 5.77 3.87 -1.90
H 4.10 4.51 -2.25
H 4.62 1.08 -0.89
H 6.00 2.07 -0.26
H 4.64 1.68 0.76
C -1.38 2.74 -1.10
O -1.75 1.63 -0.77
N -1.01 3.70 -0.22
C -0.49 4.99 -0.61
C -1.05 3.44 1.21
H -1.37 3.14 -2.13
H -1.06 5.74 -0.06
H -0.63 5.21 -1.67
H 0.58 5.10 -0.43
H -1.21 2.39 1.44
H -0.09 3.68 1.68
H -1.78 4.07 1.72
C -0.48 -0.47 1.00
O -0.33 -0.59 2.20
N 0.53 -0.18 0.13
C 0.39 -0.56 -1.26
C 1.70 0.56 0.55
H -1.41 -0.59 0.43
H 0.56 0.32 -1.89
H -0.60 -0.95 -1.48
H 1.13 -1.31 -1.54
H 1.80 0.51 1.64
H 2.62 0.19 0.10
H 1.55 1.63 0.35
C -0.61 -4.02 -3.48
O -0.15 -3.82 -2.38
N -0.06 -3.63 -4.66
C -0.67 -4.14 -5.90
C 0.93 -2.58 -4.69
H -1.58 -4.52 -3.67
H -1.00 -5.17 -5.80
H 0.07 -4.14 -6.70
H -1.50 -3.47 -6.13
H 1.25 -2.39 -3.67
H 1.82 -2.84 -5.26
H 0.48 -1.68 -5.13
C -5.81 -1.65 1.61
O -5.17 -2.62 1.27
N -5.30 -0.42 1.88
C -6.13 0.71 2.22
C -3.89 -0.15 1.80
H -6.90 -1.71 1.74
H -7.20 0.56 2.05
H -5.86 1.50 1.51
H -5.96 1.09 3.23
H -3.62 0.56 1.01
H -3.51 0.22 2.76
H -3.29 -1.03 1.57
C 2.35 3.12 -5.37
O 3.45 3.53 -5.07
N 1.80 1.95 -4.97
C 0.50 1.57 -5.48
C 2.44 1.13 -3.98
H 1.69 3.58 -6.13
H 0.33 1.92 -6.49
H -0.34 2.04 -4.95
H 0.26 0.51 -5.40
H 3.39 1.54 -3.62
H 1.84 1.05 -3.07
H 2.68 0.11 -4.28
C -0.34 -4.90 5.66
O 0.86 -4.96 5.70
N -1.05 -3.76 5.40
C -2.49 -3.77 5.24
C -0.38 -2.52 5.01
H -1.08 -5.70 5.85
H -2.81 -3.24 4.34
H -2.92 -3.29 6.13
H -2.89 -4.78 5.27
H 0.68 -2.71 4.88
H -0.83 -2.13 4.10
H -0.57 -1.82 5.82
C 1.11 0.60 5.02
O 1.53 -0.29 5.73
N 1.89 1.56 4.46
C 1.31 2.80 3.99
C 3.32 1.49 4.50
H 0.05 0.72 4.77
H 1.88 3.30 3.22
H 1.19 3.55 4.78
H 0.30 2.61 3.62
H 3.76 2.20 5.21
H 3.70 0.51 4.81
H 3.79 1.60 3.52
C -3.01 -1.08 -3.71
O -2.87 -1.01 -4.93
N -4.11 -0.66 -3.07
C -4.25 -0.80 -1.62
C -5.16 0.05 -3.77
H -2.26 -1.59 -3.09
H -4.17 0.21 -1.22
H -3.52 -1.49 -1.19
H -5.27 -1.14 -1.43
H -4.73 0.64 -4.58
H -5.89 -0.66 -4.17
H -5.58 0.79 -3.10

=====

b:
120
Properties=species:S:1:pos:R:3 method="wB97M-V/def2-TZVPD" multiplicity=1 smiles="CN(C)C=O.CN(C)C=O.CN(C)C=O.CN(C)C=O.CN(C)C=O.CN(C)C=O.CN(C)C=O.CN(C)C=O.CN(C)C=O.CN(C)C=O" e_lumo_ha=-0.0010
C -3.06 -1.82 4.39
O -3.50 -2.82 4.89
N -2.22 -1.02 5.01
C -1.74 0.23 4.31
C -1.49 -1.37 6.23
H -3.43 -1.43 3.43
H -2.48 0.87 3.83
H -0.86 0.05 3.70
H -1.47 0.92 5.11
H -0.52 -1.82 6.02
H -1.23 -0.50 6.83
H -2.18 -1.93 6.86
C 4.80 -3.40 2.45
O 4.90 -4.37 3.18
N 5.81 -2.71 1.95
C 5.64 -1.53 1.10
C 7.15 -3.22 2.23
H 3.85 -3.02 2.04
H 6.00 -0.72 1.73
H 4.63 -1.23 0.84
H 6.07 -1.86 0.15
H 7.66 -3.69 1.39
H 7.81 -2.38 2.47
H 7.17 -3.95 3.03
C 1.87 2.74 -5.79
O 2.35 3.04 -6.91
N 0.77 3.25 -5.25
C -0.07 4.21 -5.90
C 0.34 2.98 -3.84
H 2.32 1.96 -5.15
H 0.26 5.19 -5.54
H -1.15 4.14 -5.83
H 0.24 4.20 -6.94
H -0.68 2.58 -3.88
H 1.03 2.31 -3.33
H 0.41 3.96 -3.35
C 1.30 -1.18 -3.73
O 1.60 -0.01 -3.87
N 1.05 -2.10 -4.75
C 0.92 -3.54 -4.58
C 1.25 -1.69 -6.14
H 1.14 -1.52 -2.70
H 1.83 -3.99 -4.97
H 0.07 -3.89 -5.17
H 0.76 -3.77 -3.52
H 0.97 -0.65 -6.34
H 2.28 -1.75 -6.49
H 0.62 -2.29 -6.80
C -4.42 4.10 -3.38
O -3.28 4.21 -3.87
N -4.84 3.01 -2.78
C -6.24 3.04 -2.44
C -4.00 1.77 -2.65
H -5.14 4.93 -3.34
H -6.74 2.21 -2.95
H -6.77 3.92 -2.81
H -6.36 3.07 -1.36
H -3.99 1.48 -1.60
H -4.39 1.00 -3.32
H -2.93 1.83 -2.85
C -0.70 -5.13 4.44
O -0.80 -6.19 5.03
N 0.45 -4.83 3.76
C 0.58 -3.76 2.85
C 1.58 -5.67 4.05
H -1.55 -4.44 4.48
H -0.39 -3.29 2.69
H 0.87 -4.15 1.88
H 1.24 -2.96 3.19
H 1.71 -6.42 3.26
H 2.54 -5.18 4.21
H 1.42 -6.31 4.92
C 5.17 2.65 0.04
O 4.64 1.54 0.00
N 5.16 3.40 1.11
C 5.86 4.74 0.93
C 4.77 2.92 2.44
H 5.62 3.12 -0.85
H 6.86 4.74 1.36
H 5.20 5.54 1.27
H 6.14 5.03 -0.08
H 5.57 2.32 2.88
H 4.57 3.79 3.06
H 3.81 2.43 2.52
C -2.26 3.71 1.16
O -1.77 3.14 2.13
N -1.46 4.31 0.27
C -2.07 4.58 -1.01
C -0.01 4.44 0.41
H -3.34 3.80 0.94
H -3.06 4.13 -1.07
H -1.50 4.16 -1.83
H -2.29 5.64 -1.12
H 0.33 5.46 0.24
H 0.21 3.90 1.33
H 0.58 3.84 -0.29
C -4.05 -3.06 0.46
O -3.10 -2.72 1.17
N -5.23 -3.47 0.87
C -6.22 -4.14 0.03
C -5.54 -3.40 2.29
H -3.99 -3.12 -0.64
H -5.82 -4.51 -0.91
H -7.06 -3.54 -0.31
H -6.78 -4.95 0.51
H -6.30 -4.15 2.54
H -4.60 -3.55 2.82
H -5.91 -2.46 2.69
C 1.54 -0.43 0.14
O 1.87 -1.28 0.95
N 0.31 0.13 0.02
C 0.02 1.04 -1.11
C -0.89 -0.22 0.83
H 2.27 0.07 -0.51
H 0.91 1.13 -1.73
H -0.22 2.06 -0.80
H -0.76 0.67 -1.77
H -1.61 0.60 0.91
H -1.40 -0.95 0.21
H -0.76 -0.76 1.76

=====

Quick look at relative energies in hartree: a 0.0000; b 0.0974.